1.
Computed, not measured: 11 unconnected molecules or ions with the total composition C45H89Cl3O16 at a distorted geometry, with ωB97M-V/def2-TZVPD.

Computed properties:
* maximum force: 4.98 eV/A
* frontier orbital gap: 0.27056 Eh
* DFT total energy: -4352.0203 Eh
* LUMO energy: -2.03 eV
* SMILES: O=C1C=C(O)C(=O)C=C1O.O=C1C=C(O)C(=O)C=C1O.ClC(Cl)Cl.CCOCC.CCOCC.CCOCC.CCOCC.CCOCC.CCOCC.CCOCC.CCOCC

Each line ends with the Mulliken charge.
Atoms and positions in Å:
H 0.70 -6.02 8.39  0.36
H -0.05 -4.27 9.68  0.31
H -8.10 7.17 -6.10  0.36
C -7.81 3.97 1.00  -0.30
H 8.47 3.35 3.97  0.30
C -8.21 -3.84 -4.43  0.84
C -9.64 -3.72 -4.50  0.24
H -0.19 -3.31 -9.34  0.33
C 9.71 1.79 3.23  -0.28
C -6.97 3.81 3.20  -0.23
C 1.38 5.90 10.09  -0.90
H 10.19 3.66 4.20  0.28
H 4.33 -1.49 -5.94  0.32
C 3.81 -1.56 -6.90  -1.10
H -7.17 5.81 -8.15  0.33
C -8.47 -6.28 -4.36  0.44
H 2.97 9.06 -5.88  0.28
C 0.34 -4.08 8.68  -0.23
C -7.69 -5.14 -4.45  -0.70
H 0.97 3.31 13.27  0.31
H 3.26 -1.63 3.89  0.34
H -8.97 5.56 0.49  0.28
C 4.31 7.09 -4.65  -0.26
C 0.13 -5.29 7.82  -1.12
C 1.40 -4.10 -8.02  -0.16
H -6.83 4.33 0.69  0.32
O 2.99 -2.32 3.27  -0.54
H -1.68 -10.42 -7.00  0.28
H -6.62 -5.28 -4.42  0.41
C -0.04 -3.86 -8.41  -1.23
H -6.57 4.16 5.26  0.37
C -0.43 -1.87 8.90  -0.37
O -10.12 -2.43 -4.50  -0.53
O -0.54 -3.08 8.14  -0.30
C 2.03 3.19 13.48  -1.13
H 2.64 -10.21 -4.47  0.33
C -3.49 4.84 -6.28  -1.26
H -7.34 5.05 -6.66  0.28
H 4.56 -1.76 -7.67  0.27
H -6.62 6.96 -5.28  0.28
C -7.03 7.10 -6.28  -1.08
H 3.76 -3.65 -7.06  0.30
C -7.29 4.49 4.51  -1.19
H 5.21 6.76 -5.17  0.29
H 1.34 -4.53 -7.02  0.25
O -7.41 -2.93 -4.52  -0.61
C -8.95 4.52 0.17  -1.10
H -3.62 5.42 -5.36  0.31
H 2.03 -3.34 1.00  0.41
O 0.56 -11.00 -6.03  -0.32
C -10.46 -4.82 -4.45  -0.70
H -0.45 -10.64 -4.29  0.25
H -1.06 -0.21 7.77  0.25
H 1.77 4.95 9.72  0.24
H -11.48 -4.48 -4.52  0.40
H 4.67 5.60 -3.07  0.34
H -2.20 -0.56 9.19  0.29
H 4.49 11.13 -5.44  0.30
C 9.45 3.28 3.49  -1.12
H 4.32 8.43 -6.88  0.31
H 1.57 -8.96 -4.44  0.32
H -0.60 -3.22 -7.72  0.28
C 0.52 -11.01 -4.62  -0.11
H -6.99 2.74 3.39  0.28
H -2.28 -12.06 -7.36  0.39
C 1.85 -0.27 2.67  0.95
H -7.23 5.57 4.34  0.30
O 4.47 8.55 -4.80  -0.36
H 5.06 7.39 -2.68  0.31
H 10.40 1.79 5.66  0.29
H 3.42 6.61 -5.04  0.31
H 0.06 -12.00 -7.76  0.25
H 1.58 -10.03 -3.07  0.37
C 2.23 6.26 11.36  -0.43
H 2.13 7.30 11.64  0.34
H -0.45 -0.47 -0.93  0.34
H 9.08 1.54 2.37  0.30
H 0.60 1.38 1.95  0.42
O -10.69 -7.20 -4.25  -0.61
C 1.75 -2.33 1.29  -0.78
C -6.79 5.87 -7.13  -0.33
C -1.68 -11.46 -6.67  -1.03
H -2.23 -1.43 7.73  0.32
H -2.09 -11.58 -5.67  0.29
C 2.17 -1.71 2.37  0.39
C 0.90 0.37 1.71  -1.00
H 2.22 3.24 14.55  0.29
H 9.52 3.94 2.63  0.37
O 2.42 0.38 3.62  -0.64
H -0.55 -1.93 9.98  0.30
H 0.34 5.68 10.33  0.27
H 3.31 6.12 11.28  0.32
O -0.32 0.24 -0.30  -0.53
H 2.89 3.63 11.53  0.30
H 1.48 6.80 9.47  0.35
H 7.46 -5.29 0.91  0.28
H 8.05 -0.21 6.13  0.29
C 3.04 -2.83 -6.96  -0.24
O -7.99 4.24 2.35  -0.28
H 2.53 -3.02 -6.02  0.30
O -5.38 5.72 -7.11  -0.28
Cl 8.96 -6.97 0.09  -0.10
C 4.40 6.66 -3.14  -1.10
H 2.30 2.18 13.16  0.33
H -8.32 4.24 4.78  0.30
C 9.85 0.88 5.42  -0.22
O 9.14 1.03 4.17  -0.34
O 0.40 -2.44 -0.59  -0.61
C 0.85 -1.74 0.33  0.70
H -7.77 2.89 0.90  0.29
H 5.43 10.29 -6.82  0.26
C 2.75 4.12 12.50  -0.19
H 10.64 0.15 5.24  0.32
C -9.97 -6.19 -4.35  0.65
H -9.38 -1.85 -4.68  0.34
H -8.73 4.44 -0.89  0.35
H 1.36 -3.69 8.70  0.29
H 3.83 11.00 -7.02  0.33
H 0.54 -1.38 8.86  0.37
C 1.61 -10.01 -4.16  -1.27
C 4.05 9.06 -6.03  -0.25
H 8.14 1.44 6.61  0.27
H 2.08 -4.69 -8.64  0.34
O 1.93 -2.79 -7.88  -0.34
H -6.04 4.21 2.78  0.32
H 3.34 -0.61 -7.16  0.32
C 4.48 10.48 -6.32  -1.06
H -2.99 5.55 -6.94  0.30
C -1.54 -0.95 8.42  -1.02
H -0.50 -4.82 -8.62  0.38
C -4.83 4.48 -6.89  -0.15
C 8.53 -5.38 0.73  0.07
H 3.76 4.26 12.87  0.27
H 0.62 -5.01 6.89  0.26
H -2.82 3.99 -6.15  0.38
H 3.46 6.73 -2.61  0.29
H -5.25 3.81 -6.14  0.28
H -4.58 3.86 -7.75  0.26
H 9.16 0.19 7.40  0.36
O 1.95 5.32 12.45  -0.37
H 0.72 -11.99 -4.17  0.29
H 0.05 -12.99 -6.37  0.34
O -7.92 -7.51 -4.10  -0.51
Cl 9.49 -4.93 2.22  -0.12
C 8.75 0.55 6.46  -1.12
H -0.86 -5.72 7.64  0.30
H 10.79 1.69 3.10  0.29
H -9.87 4.01 0.45  0.28
C -0.20 -11.98 -6.70  -0.37
H -8.55 -8.22 -4.24  0.34
C 0.47 -0.34 0.67  0.54
Cl 8.67 -4.19 -0.60  -0.13
H -6.49 7.97 -6.64  0.30

2.
Computed, not measured: 5 unconnected molecules or ions with the total composition C45H96ClN8O9P2S2 at a distorted geometry, with ωB97M-V/def2-TZVPD.

Computed properties:
* maximum force: 8.02 eV/A
* total charge: +1
* frontier orbital gap: 0.18676 Eh
* DFT total energy: -4826.0358 Eh
* LUMO energy: -4.28 eV

Each line ends with the Mulliken charge.
Atoms and positions in Å:
N -2.45 -1.95 -6.03  0.27
O -4.11 0.36 2.39  -0.54
H -3.00 -2.08 -9.43  0.37
H 0.18 2.76 -0.40  0.23
C 1.08 -0.61 -0.58  -1.09
N -0.78 5.03 4.20  -0.28
C -10.60 -0.47 -3.08  -0.69
H -2.23 -0.71 -7.68  0.37
H -2.03 -3.19 -8.49  0.26
H 2.83 -2.68 1.56  0.60
H 5.03 -1.98 1.73  0.61
H 5.97 -5.14 -5.81  0.27
C 1.17 2.86 -0.96  0.16
H 4.44 -0.50 0.82  0.17
H -11.22 1.29 -1.95  0.22
H 6.68 -0.18 1.75  0.27
O -3.66 -1.89 2.45  -0.35
H -0.72 -1.44 -2.45  0.04
H -9.86 1.01 -0.33  0.32
C 1.81 3.21 2.25  -0.73
H -10.02 -1.39 -0.69  0.34
H 4.00 9.12 9.30  0.43
H 3.49 2.45 0.99  0.50
C 7.26 -5.12 -3.32  -0.69
H -8.59 0.26 0.61  0.30
C 2.07 -1.71 -1.29  -0.61
S 1.88 3.65 4.05  -0.19
H -11.87 1.20 -3.57  0.40
S 0.18 -3.08 0.72  -0.29
H 4.79 5.46 9.12  0.39
C -2.88 -1.52 -7.35  -0.66
H 0.96 -2.14 -6.30  0.45
H -1.25 -1.00 2.32  0.52
H 1.39 4.56 -2.50  0.33
H 1.34 -2.43 -1.83  0.50
C 3.07 4.85 10.24  -0.98
C 0.93 3.50 -2.44  -1.12
Cl 4.52 -0.17 -2.00  -0.16
H -2.66 3.31 6.56  0.31
H -0.02 -0.69 -6.02  0.28
H -6.57 0.12 1.92  0.25
H 7.33 -7.24 -2.93  0.40
C 2.02 5.56 7.23  -0.32
C -3.17 -2.39 1.18  -0.74
H 1.91 3.58 -0.45  0.23
H -6.50 -0.73 -2.00  0.16
O 4.86 -0.32 2.96  -0.14
C -4.59 -0.81 2.28  0.65
O -0.04 1.07 3.58  -0.34
C 0.15 4.01 4.63  0.71
H 6.38 -3.29 -7.42  0.43
H -4.40 -4.55 -4.84  0.45
H 5.49 -3.38 -2.46  0.23
H -3.87 -1.05 -7.28  0.37
C -6.83 -0.92 -3.02  -1.21
H -2.92 -4.70 -5.79  0.27
C 6.24 -3.08 -6.36  -1.29
H -6.74 -1.42 2.88  0.35
H -10.19 1.67 -3.34  0.27
H -0.11 5.18 7.25  0.27
H -1.09 -3.53 -6.45  0.27
H -0.23 -3.27 -0.61  0.26
H -1.06 0.44 1.22  0.01
H 5.19 -2.80 -6.21  0.18
H -4.05 -2.63 0.48  0.30
C 6.63 -6.51 -3.35  -0.95
H 7.36 -4.80 -2.28  0.32
C -0.01 -1.67 -6.50  -1.54
H -1.97 -1.78 -0.64  -0.11
H -11.37 -1.07 -2.59  0.35
H 4.00 -4.74 -4.77  0.28
C 2.86 -1.67 2.09  -1.06
H 5.18 -2.56 -3.95  0.21
C -3.81 -4.08 -5.64  -1.17
H 6.87 -2.22 -6.10  0.32
H -2.60 -3.38 1.38  0.30
H 7.64 -4.58 -5.83  0.47
N 3.15 6.07 7.99  0.16
C -2.25 -1.33 0.37  -0.27
C 2.79 2.01 1.80  -1.21
H -8.18 1.06 -0.90  0.23
C 0.44 -1.20 0.80  1.17
N -9.28 -0.87 -2.58  0.09
H 3.22 -3.79 -3.52  0.16
C -10.97 1.01 -2.97  -0.95
H -8.10 0.80 -3.15  0.27
H -10.65 -0.75 -4.14  0.41
H 2.64 -2.34 -0.54  0.33
H 0.98 -1.72 5.13  0.38
C 6.33 -0.37 2.82  -0.31
H 2.84 -1.92 3.22  0.45
N 1.72 0.71 -0.18  1.63
C -6.15 -0.95 2.02  -0.62
H -1.20 1.66 -2.33  0.24
H -3.80 -3.22 -8.37  0.26
O 2.74 -1.23 -3.65  -0.39
H 3.46 1.76 2.69  0.43
H -8.36 -0.41 -4.39  0.46
C 4.10 -4.39 -3.74  -0.74
H 0.72 2.91 2.00  0.13
C 4.21 8.08 9.04  -1.44
C -1.86 3.72 5.85  -0.03
H 0.74 4.46 8.61  0.23
H 2.18 7.43 9.31  0.28
H 6.70 0.62 4.88  0.29
H 8.19 0.35 3.84  0.35
H 2.20 4.20 10.12  0.26
C 3.00 -1.08 -2.43  -0.01
O 0.49 -1.58 4.28  -0.52
H -6.06 -0.51 -3.69  0.40
C -1.04 -0.72 1.22  -0.50
H -0.20 3.63 -2.60  0.33
H 3.76 4.34 10.92  0.38
H 8.29 -5.21 -3.68  0.43
C 3.77 5.11 8.91  -0.62
C 5.36 -3.56 -3.53  -0.56
H 2.30 4.63 6.73  -0.10
H 2.76 5.77 10.74  0.24
O 1.89 1.60 -1.17  -0.33
N 6.61 -4.06 -4.09  0.16
H 4.59 7.58 9.93  0.30
H 3.91 4.16 8.39  0.30
C -9.15 -0.89 -1.13  -0.73
H -2.96 -0.44 0.13  0.32
C -8.17 -0.28 -3.32  -0.43
P 1.13 -0.16 3.56  0.47
H -0.10 -1.54 -7.58  0.38
C 7.08 0.67 3.80  -1.08
C 4.33 -1.06 1.81  -0.62
H 1.35 2.80 -3.24  0.25
P -0.09 -0.22 -2.03  0.55
N -1.25 0.83 -1.71  -0.69
C -2.93 -2.57 -8.46  -0.99
O -0.53 3.25 5.63  -0.19
H -6.39 -1.46 1.00  0.06
H -8.31 -1.55 -0.87  0.33
H 2.56 8.05 7.71  0.42
H 1.82 6.26 6.40  0.41
H -4.38 -2.05 -5.21  0.22
O 2.31 0.29 4.42  -0.55
C -8.94 0.44 -0.41  -0.89
H -0.89 -2.74 -4.89  0.49
H 7.05 1.72 3.35  0.27
H 1.99 4.18 1.64  0.57
H 5.72 -6.55 -2.75  0.21
N -1.92 4.81 4.91  -0.38
C 2.94 7.42 8.52  -0.33
H -4.42 -4.11 -6.54  0.26
H 6.40 -6.84 -4.37  0.27
H -6.86 -2.00 -3.18  0.33
C 6.62 -4.30 -5.53  -0.34
H 4.99 8.08 8.28  0.33
C 1.64 -0.67 1.77  2.25
C -1.13 -2.56 -5.95  -0.45
H 0.71 0.29 -3.13  0.13
H 6.64 -1.45 3.12  0.29
C 0.70 5.34 7.97  -0.83
H 4.07 -5.26 -3.08  0.24
H -0.66 0.82 4.31  0.26
H 0.42 6.20 8.58  0.30
C 2.06 0.77 1.12  -2.09
H -3.12 -2.67 -4.19  0.02
C -3.46 -2.65 -5.23  -0.17

Among the records above, which one has the highest frontier orbital gap? C45H89Cl3O16